No. 1
This record from the Open Molecules 2025 dataset describes the molecule C3H5FN2S2 in a non-equilibrium geometry. The level of theory is wB97M-V/def2-TZVPD.

The geometry in XYZ format:
```
13
Properties=species:S:1:pos:R:3:forces:R:3:lowdin_charge:R:1
F 0.347 -1.230 -1.426 0.25 0.80 0.37 -0.03
C 0.265 -0.645 -0.153 -0.70 -1.10 0.67 -0.34
C 1.627 -0.270 0.404 0.04 0.72 -0.28 -0.37
S 1.326 1.061 1.624 0.34 -0.81 0.04 0.87
N 0.023 1.594 0.658 -1.09 0.56 -0.24 -0.31
C -0.646 0.553 -0.011 0.86 0.96 0.38 -0.52
N -1.867 0.713 -0.259 -0.78 -0.85 -0.79 -0.31
S -2.745 -0.509 -1.092 0.18 0.06 -0.09 0.71
H -0.255 -1.407 0.459 0.41 0.11 -0.05 0.16
H 2.209 0.155 -0.420 0.10 -0.19 0.10 0.09
H 2.156 -1.069 0.903 0.06 -0.22 -0.10 0.08
H -0.641 2.217 1.143 0.59 -0.41 -0.42 0.11
H -1.798 -1.162 -1.830 -0.26 0.37 0.40 -0.14
```
Forces are in eV/Å.

- SMILES: F[C@H]1CSN/C1=N/S
- HOMO energy: -8.19 eV
- ΔE to the lowest compared entry with this formula, charge and spin: 1.066 eV



No. 2
This record from the Open Molecules 2025 dataset describes the molecule C3H5FO in a non-equilibrium geometry. The level of theory is wB97M-V/def2-TZVPD.

The geometry in XYZ format:
```
10
Properties=species:S:1:pos:R:3:forces:R:3:lowdin_charge:R:1
C -0.038 -0.375 0.072 -1.36 -1.17 1.91 -0.15
C -1.394 -1.079 2.008 -0.50 1.09 1.27 -0.19
C 0.518 0.840 -0.568 3.44 -2.70 1.43 -0.08
O -0.885 -0.256 1.146 0.90 1.42 -0.99 -0.01
F -2.337 -0.464 2.798 0.64 0.28 -0.27 -0.01
H 0.072 -1.428 -0.229 0.35 0.79 -0.15 0.12
H -1.814 -2.002 1.783 -0.10 -1.92 -1.00 0.10
H -0.201 1.527 -0.771 -2.19 1.91 -1.36 0.03
H 0.996 0.258 -1.394 -0.15 1.67 -0.19 0.09
H 1.325 1.445 0.014 -1.04 -1.37 -0.66 0.11
```
Forces are in eV/Å.

- HOMO energy (alpha / beta): -7.86 / -7.71 eV
- ΔE to the lowest compared entry with this formula, charge and spin: 3.923 eV



No. 3
This record from the Open Molecules 2025 dataset describes the molecule C3H5FO3 in a non-equilibrium geometry. The level of theory is wB97M-V/def2-TZVPD.

The geometry in XYZ format:
```
12
Properties=species:S:1:pos:R:3:forces:R:3:lowdin_charge:R:1
C 0.124 -1.658 -0.358 -1.49 -0.76 1.46 -0.06
C -0.779 -0.541 -0.202 -3.09 3.91 -0.83 -0.22
F -1.512 -0.323 -1.408 0.41 -0.44 0.56 -0.07
C 0.013 1.094 -0.144 -2.36 -4.33 -0.96 -0.42
O 0.331 1.670 -1.123 0.67 0.55 0.26 0.17
O 0.070 1.321 1.127 1.15 0.78 1.79 0.04
O 0.919 2.431 1.549 -3.03 -0.18 2.48 0.08
H 0.862 -1.503 -1.059 1.34 0.02 -1.94 0.07
H 0.586 -1.663 0.587 0.99 -0.66 1.43 0.08
H -0.516 -2.548 -0.439 0.68 0.01 -0.39 0.11
H -1.655 -0.766 0.566 2.26 0.98 -1.03 0.18
H 1.558 2.488 0.903 2.48 0.13 -2.81 0.05
```
Forces are in eV/Å.

- SMILES: C[C@H](F)C(=O)OO
- HOMO energy: -10.56 eV
- ΔE to the lowest compared entry with this formula, charge and spin: 4.072 eV